Density functional theory data (ωB97M-V/def2-TZVPD) for C25H28IrNS2Si as an isolated structure at a distorted geometry.

XYZ file:
```
58
Properties=species:S:1:pos:R:3:forces:R:3
Ir 12.599 7.796 4.292 -2.53 -1.37 -2.46
C 14.510 7.466 3.745 0.70 -0.95 -1.06
Si 14.893 7.936 5.438 2.32 -0.20 2.17
C 13.602 7.127 6.703 0.84 0.59 0.79
N 12.189 7.388 6.318 0.26 0.94 1.25
C 11.646 8.629 6.960 0.76 0.42 -0.14
C 10.208 8.505 7.422 0.33 0.45 0.00
C 10.072 7.344 8.417 -0.55 0.02 -0.60
C 10.764 6.060 7.889 0.00 -0.07 -0.13
C 11.299 6.260 6.460 -1.31 -0.62 0.06
C 16.592 7.303 6.131 0.51 -0.78 0.04
C 17.729 8.124 6.173 -0.02 0.81 -0.06
C 18.957 7.717 6.704 0.58 -0.26 -0.41
C 19.168 6.385 7.061 -1.73 0.28 0.29
C 18.052 5.526 7.054 0.05 0.63 -0.58
C 16.814 5.977 6.582 -0.45 -0.09 -0.34
C 15.059 9.790 5.676 0.59 0.75 0.73
C 15.114 10.305 7.001 -0.25 -0.18 -0.32
C 15.038 11.679 7.267 0.49 -0.62 0.07
C 15.104 12.574 6.200 -0.51 -0.82 -0.20
C 15.113 12.096 4.891 0.61 -0.98 0.27
C 15.197 10.717 4.635 -0.76 0.01 0.23
H 14.712 6.422 3.499 0.28 0.09 -0.06
H 14.888 8.154 2.994 0.05 -0.01 -0.17
H 13.864 7.500 7.736 -0.45 -0.21 -0.77
H 13.758 6.048 6.756 0.08 0.00 -0.26
H 11.837 9.416 6.211 -0.47 0.11 0.72
H 12.298 8.813 7.813 -0.08 0.30 0.26
H 9.575 8.382 6.548 -0.25 -0.15 -0.10
H 9.923 9.482 7.862 0.10 -0.55 -0.08
H 8.998 7.178 8.583 0.30 -0.11 0.05
H 10.496 7.628 9.367 0.18 0.15 0.35
H 10.048 5.219 7.885 0.38 0.28 -0.08
H 11.598 5.761 8.537 -0.18 0.10 -0.01
H 10.457 6.448 5.747 0.66 -0.52 0.63
H 11.883 5.404 6.137 -0.33 -0.34 -0.18
H 17.700 9.139 5.743 -0.23 -0.42 0.47
H 19.798 8.430 6.775 -0.59 -0.41 -0.22
H 20.121 6.033 7.388 0.47 -0.11 0.22
H 18.133 4.497 7.366 0.15 -0.15 0.00
H 16.004 5.231 6.455 0.45 0.48 0.39
H 15.318 9.592 7.815 -0.65 0.37 -0.17
H 14.949 12.028 8.308 0.37 -0.12 -0.61
H 15.175 13.617 6.401 -0.30 0.70 0.01
H 15.061 12.739 4.038 0.31 0.57 -0.21
H 15.341 10.351 3.611 -0.41 0.28 0.29
S 10.173 7.323 3.427 1.56 -1.61 -0.25
C 9.649 8.919 3.631 0.20 1.44 0.37
C 8.323 9.133 4.010 -0.21 0.75 -0.07
C 7.866 10.438 4.192 -0.54 -0.20 0.60
C 8.738 11.522 4.130 0.21 0.33 0.00
C 10.079 11.314 3.819 -0.46 -0.47 -0.32
C 10.548 10.027 3.532 -0.81 0.00 0.59
S 12.267 9.744 3.329 -0.70 1.41 -0.30
H 7.671 8.279 4.220 0.22 0.31 -0.32
H 6.817 10.592 4.497 0.61 -0.03 -0.23
H 8.414 12.538 4.379 -0.04 -0.46 -0.19
H 10.763 12.141 3.786 0.21 0.23 0.04
```
Forces are in eV/Å.

The largest force on an atom is 0.0736 Eh/bohr. The value obtained for the highest occupied orbital energy (spin up / spin down) is -6.4705 / -7.4444 eV. As for the spin multiplicity: 5. For the relative energy (zero: lowest compared OMol25 entry of this formula, charge and spin), the calculation gives 0.00 kJ/mol. Its expectation value of S² is 6.02. The calculation puts the orbital gap (spin up / spin down) at 6.97 / 5.52 eV. As for the lowest unoccupied orbital energy (spin up / spin down): 0.50 / -1.92 eV.

Löwdin atomic charge list, values in e, 4 entries: 0.8997, -0.4296, 0.5034, -0.2203

Density functional theory data (ωB97M-V/def2-TZVPD) for one molecule with the formula C25H28N2O5S at a distorted geometry.

XYZ file:
```
61
Properties=species:S:1:pos:R:3:forces:R:3
C -5.507 -1.063 -0.160 0.00 -0.34 0.00
O -5.362 0.335 0.019 0.02 0.35 0.04
C -4.203 0.912 -0.349 0.24 0.19 -0.05
C -4.012 2.236 0.069 -0.08 -0.12 -0.04
C -2.819 2.879 -0.174 -0.19 0.02 -0.05
C -1.817 2.213 -0.859 0.72 0.25 -0.14
S -0.179 2.925 -0.951 -0.05 0.33 0.10
O 0.624 2.118 -1.831 -0.06 -0.43 0.04
O -0.256 4.335 -1.227 -0.24 0.17 0.22
C 0.494 2.747 0.785 -0.40 -0.28 -0.90
C -0.288 1.695 1.445 -0.39 0.14 1.05
C -1.230 1.729 2.439 0.71 0.05 -0.39
C -1.836 0.454 2.460 0.35 -0.64 -0.53
C -1.224 -0.278 1.478 -0.72 0.34 0.83
C -1.565 -1.582 0.873 0.21 0.09 -0.29
O -2.597 -2.180 1.141 -0.14 -0.03 0.24
N -0.670 -1.969 -0.046 0.16 0.03 -0.06
C -0.812 -3.128 -0.889 -0.15 -0.33 0.03
C 0.542 -3.810 -1.085 -0.06 0.32 -0.11
C 1.590 -2.856 -1.670 -0.01 -0.31 0.02
N 1.960 -1.793 -0.743 0.26 0.18 -0.08
C 2.850 -2.239 0.316 -0.06 -0.01 0.37
C 2.849 -1.193 1.424 0.04 -0.19 -0.11
C 3.253 0.141 0.867 -0.06 -0.03 -0.03
C 3.791 1.125 1.687 -0.01 0.09 -0.01
C 4.178 2.345 1.166 0.03 0.01 0.10
C 4.035 2.589 -0.192 0.04 0.03 -0.11
C 3.498 1.615 -1.014 0.06 -0.01 0.10
C 3.098 0.389 -0.492 0.04 0.04 0.09
C 2.528 -0.641 -1.428 0.02 0.03 -0.27
O -0.267 0.474 0.876 0.32 -0.17 -0.05
C -2.016 0.936 -1.341 -0.01 0.06 -0.08
C -3.208 0.280 -1.097 -0.28 -0.05 -0.04
H -5.583 -1.323 -1.220 0.00 0.03 0.02
H -4.676 -1.606 0.302 -0.05 0.06 -0.05
H -6.437 -1.323 0.340 0.04 -0.01 -0.07
H -4.808 2.718 0.614 -0.09 0.07 0.08
H -2.645 3.888 0.165 -0.06 0.15 0.11
H 1.539 2.486 0.645 0.14 0.02 -0.05
H 0.386 3.709 1.271 -0.05 0.05 0.03
H -1.461 2.562 3.071 -0.04 0.26 0.07
H -2.624 0.117 3.101 -0.21 -0.14 0.07
H 0.214 -1.470 -0.168 -0.11 0.01 0.17
H -1.209 -2.822 -1.867 -0.03 -0.10 0.03
H -1.532 -3.807 -0.424 0.06 0.08 -0.12
H 0.884 -4.207 -0.130 0.01 -0.09 0.02
H 0.417 -4.650 -1.769 0.02 -0.04 0.02
H 1.170 -2.386 -2.564 0.05 0.00 -0.04
H 2.476 -3.435 -1.983 -0.02 0.13 -0.05
H 3.877 -2.386 -0.059 -0.06 -0.05 -0.03
H 2.495 -3.193 0.711 0.04 0.03 -0.05
H 1.842 -1.122 1.847 0.00 -0.07 0.05
H 3.528 -1.490 2.226 -0.01 0.02 0.01
H 3.908 0.926 2.743 0.02 -0.03 0.11
H 4.597 3.102 1.813 0.04 0.07 0.05
H 4.338 3.538 -0.608 0.02 0.09 -0.05
H 3.371 1.805 -2.068 -0.04 0.05 -0.14
H 3.330 -0.952 -2.124 -0.09 -0.02 0.02
H 1.741 -0.158 -2.017 0.06 -0.07 -0.04
H -1.216 0.461 -1.887 0.07 -0.15 -0.03
H -3.346 -0.725 -1.459 -0.02 -0.12 -0.01
```
Forces are in eV/Å.

The largest force on an atom is 0.0223 Eh/bohr. The value obtained for the highest occupied orbital energy is -8.4903 eV. As for the spin multiplicity: 1. For the relative energy (zero: lowest compared OMol25 entry of this formula, charge and spin), the calculation gives 2.05 kJ/mol. The calculation puts the orbital gap at 9.17 eV. As for the lowest unoccupied orbital energy: 0.68 eV.

Löwdin atomic charge list, values in e, 4 entries: -0.0629, -0.0640, -0.2633, 0.0171

Density functional theory data (ωB97M-V/def2-TZVPD) for one molecule with the formula C25H28N4O4S at a distorted geometry.

XYZ file:
```
62
Properties=species:S:1:pos:R:3:forces:R:3
C -7.487 -0.228 -0.114 0.16 0.12 0.21
C -6.457 0.518 0.737 -0.23 -0.26 -0.09
N -5.198 0.700 0.051 -0.11 0.11 -0.01
C -5.068 1.921 -0.716 0.23 0.27 0.10
C -4.440 3.058 0.093 -0.12 -0.17 -0.20
C -4.198 -0.227 0.106 0.11 -0.23 0.08
C -4.392 -1.491 0.694 -0.25 0.16 0.06
C -3.381 -2.421 0.746 0.53 0.01 -0.15
C -2.115 -2.149 0.221 -0.67 0.55 -0.01
C -1.059 -3.122 0.282 0.80 -0.63 0.03
N 0.138 -2.803 -0.027 -0.59 0.53 0.13
N 1.114 -3.724 0.007 -0.34 -1.23 0.25
C 2.439 -3.469 -0.190 0.17 -0.05 0.01
O 3.246 -4.374 -0.072 -0.01 0.09 0.01
C 2.846 -2.067 -0.487 0.14 0.33 -0.10
C 4.121 -1.678 -0.075 -0.11 -0.13 0.00
C 4.572 -0.387 -0.279 -0.04 0.05 -0.01
C 3.744 0.546 -0.884 0.18 0.03 -0.05
C 2.491 0.149 -1.306 -0.30 0.49 -0.36
S 1.332 1.392 -1.875 -0.19 -0.07 0.10
O 2.041 2.508 -2.419 0.26 -0.07 0.31
O 0.282 0.795 -2.644 -0.05 -0.30 0.26
N 0.626 1.874 -0.419 -0.06 -0.18 -0.95
C 1.550 2.218 0.582 0.37 0.18 0.64
C 2.282 3.388 0.487 -0.08 -0.11 0.16
C 3.221 3.698 1.458 0.11 0.06 -0.01
C 3.421 2.840 2.522 0.01 0.03 -0.05
C 2.697 1.661 2.627 -0.11 -0.22 0.08
C 1.764 1.336 1.656 -0.18 -0.03 -0.20
O 1.009 0.196 1.623 0.11 0.65 -0.23
C 1.221 -0.782 2.610 0.00 -0.27 0.23
C 2.034 -1.140 -1.133 -0.01 -0.14 -0.14
C -1.919 -0.897 -0.375 -0.11 -0.34 0.14
C -2.922 0.035 -0.430 -0.01 0.13 -0.08
H -7.688 0.321 -1.031 -0.04 0.04 -0.10
H -7.119 -1.214 -0.384 0.01 -0.11 -0.04
H -8.418 -0.338 0.436 -0.15 -0.04 0.02
H -6.289 -0.014 1.677 -0.01 0.11 -0.01
H -6.848 1.507 0.992 0.08 -0.05 0.07
H -4.479 1.729 -1.615 -0.12 0.01 -0.01
H -6.069 2.220 -1.041 0.07 -0.07 -0.06
H -5.041 3.274 0.974 -0.04 0.04 0.09
H -3.439 2.790 0.419 0.11 0.00 0.05
H -4.380 3.956 -0.515 0.04 0.16 -0.03
H -5.350 -1.763 1.104 -0.11 0.01 0.01
H -3.572 -3.383 1.203 -0.03 -0.10 0.04
H -1.320 -4.139 0.604 0.08 0.03 -0.03
H 0.889 -4.694 0.255 0.18 0.33 -0.12
H 4.747 -2.414 0.410 0.04 -0.06 0.01
H 5.561 -0.101 0.046 0.07 0.03 0.03
H 4.053 1.567 -1.042 0.11 0.11 0.03
H -0.012 1.152 -0.107 -0.11 -0.14 -0.04
H 2.118 4.027 -0.365 -0.04 0.11 -0.06
H 3.792 4.610 1.381 0.05 0.09 -0.01
H 4.150 3.078 3.282 0.06 0.03 0.07
H 2.880 0.998 3.458 -0.02 -0.09 0.06
H 0.546 -1.596 2.354 0.06 0.00 0.07
H 2.253 -1.145 2.596 -0.02 0.03 -0.01
H 0.978 -0.405 3.609 0.03 0.01 -0.04
H 1.058 -1.404 -1.503 0.02 -0.01 0.01
H -0.964 -0.675 -0.822 0.12 0.04 -0.09
H -2.702 0.978 -0.903 -0.03 0.14 -0.06
```
Forces are in eV/Å.

The largest force on an atom is 0.0253 Eh/bohr. The value obtained for the highest occupied orbital energy is -7.4609 eV. As for the spin multiplicity: 1. For the relative energy (zero: lowest compared OMol25 entry of this formula, charge and spin), the calculation gives 241.02 kJ/mol. The calculation puts the orbital gap at 7.71 eV. As for the lowest unoccupied orbital energy: 0.25 eV.

Löwdin atomic charge list, values in e, 4 entries: -0.0694, -0.2255, -0.1182, -0.2214